Entry from the OMol25 dataset: C3H4N4O3S in the gas phase in a non-equilibrium geometry (wB97M-V/def2-TZVPD).

Geometry as XYZ:
```
15
C3H4N4O3S | the OMol25 dataset | wB97M-V/def2-TZVPD
C -0.47 0.01 1.20
C 0.12 -1.06 -0.63
C -0.80 1.10 2.16
N -0.32 -1.26 1.50
N -0.39 1.32 -1.86
N 0.10 -1.88 0.38
N -0.30 0.17 -0.15
O 0.29 -1.21 -1.86
O 0.77 0.62 -3.86
O 2.11 0.53 -1.80
S 0.84 0.49 -2.43
H -0.03 1.05 2.92
H -1.73 1.04 2.55
H -0.47 2.02 1.51
H 0.30 -2.94 0.38
```

Values from the calculation:
ΔE to the lowest compared entry with this formula, charge and spin: 0.00 kcal per mole
multiplicity: 1
max |F|: 5.46 eV/A
net charge: 0

Atomic partial charges in e from the Mulliken method, atoms 1 to 8: 0.48, 0.39, -0.88, -0.71, -0.16, 0.23, -0.12, -0.47